{
  "formula": "C5H10O3Sn",
  "method": "ωB97M-V with the def2-TZVPD basis set",
  "mol_weight_g_mol": 236.8,
  "homo_lumo_gap_ev": [6.935, 4.901],
  "species": ["C", "O", "C", "C", "H", "H", "H", "H", "H", "H", "H", "O", "C", "C", "O", "Sn", "H", "H", "H"],
  "coordinates": [[-2.49, -1.47, -0.07], [-1.47, -0.52, -0.26], [-1.76, 0.84, 0.18], [-0.56, 1.69, -0.17], [-2.12, -2.43, -0.44], [-2.74, -1.56, 1.00], [-3.39, -1.17, -0.63], [-2.02, 0.80, 1.25], [-2.67, 1.14, -0.36], [-0.94, 2.47, -0.86], [0.03, 2.36, 0.47], [1.43, -1.10, 0.84], [2.61, -0.72, 0.77], [3.05, 0.09, -0.40], [2.14, -0.01, -1.42], [0.43, -0.19, -0.68], [3.37, -1.14, 1.45], [4.05, -0.31, -0.68], [3.07, 1.23, 0.00]]
}

{
  "formula": "C5H10O5P2",
  "method": "ωB97M-V with the def2-TZVPD basis set",
  "smiles": "C=C[P@](=O)([O-])OP1(C)([O-])O[C@H]1C",
  "mol_weight_g_mol": 212.1,
  "total_charge": -2,
  "homo_lumo_gap_ev": 7.201,
  "species": ["C", "C", "C", "C", "C", "O", "O", "O", "O", "O", "P", "P", "H", "H", "H", "H", "H", "H", "H", "H", "H", "H"],
  "coordinates": [[-4.80, -0.73, 0.65], [-3.75, -1.32, 0.13], [3.61, -0.99, 0.07], [0.39, 1.65, -0.40], [2.49, -0.07, 0.47], [-2.86, 1.25, 0.58], [-2.72, 0.21, -1.78], [0.94, -0.96, -1.53], [-0.95, -0.51, 0.04], [1.30, -0.79, 1.11], [0.80, -0.11, -0.32], [-2.45, 0.11, -0.30], [-4.75, 0.35, 0.80], [-5.64, -1.40, 0.89], [4.52, -0.43, -0.21], [3.84, -1.47, 1.09], [3.26, -1.71, -0.74], [-0.20, 1.74, -1.32], [-0.12, 1.95, 0.49], [1.19, 2.33, -0.69], [-3.79, -2.40, 0.04], [2.88, 0.57, 1.29]]
}

{
  "formula": "C5H10O7",
  "method": "ωB97M-V with the def2-TZVPD basis set",
  "smiles": "C[C@@](C=O)(OO)[C@H](O)CO.O=O",
  "mol_weight_g_mol": 182.1,
  "homo_lumo_gap_ev": [7.741, 7.720],
  "species": ["H", "C", "O", "C", "C", "C", "H", "C", "O", "H", "O", "H", "O", "O", "H", "H", "H", "H", "H", "H", "O", "O"],
  "coordinates": [[1.93, -0.18, 1.80], [1.19, -0.95, 1.44], [0.88, -1.97, 2.04], [0.59, -0.52, 0.04], [1.33, -1.12, -1.14], [-0.95, -0.80, 0.00], [-1.08, -1.86, 0.25], [-1.80, 0.03, 0.97], [-3.16, -0.20, 0.67], [-3.69, 0.24, 1.34], [-1.40, -0.61, -1.30], [-2.37, -0.60, -1.30], [0.77, 0.87, 0.10], [0.35, 1.37, -1.24], [1.27, -2.21, -1.08], [0.87, -0.76, -2.06], [2.38, -0.82, -1.09], [-1.55, -0.27, 1.99], [-1.54, 1.09, 0.81], [0.81, 2.21, -1.21], [2.24, 3.84, -0.92], [2.94, 3.21, -0.11]]
}

{
  "formula": "C5H10OS2",
  "method": "ωB97M-V with the def2-TZVPD basis set",
  "smiles": "C[C@@H](O)[C@@H]1CSCS1",
  "mol_weight_g_mol": 150.3,
  "homo_lumo_gap_ev": 9.098,
  "species": ["C", "C", "C", "C", "C", "H", "H", "H", "H", "H", "H", "H", "H", "H", "H", "O", "S", "S"],
  "coordinates": [[0.91, 2.00, 0.42], [0.62, 0.49, 0.67], [0.62, -0.31, -0.67], [-0.71, -0.06, -1.34], [-0.94, -2.38, 0.04], [0.15, 2.42, -0.20], [0.86, 2.56, 1.35], [1.84, 2.22, -0.12], [1.44, 0.16, 1.31], [-0.37, 0.55, 2.28], [1.43, 0.01, -1.32], [-0.62, 0.16, -2.40], [-1.18, 0.83, -0.94], [-1.16, -2.03, 1.05], [-1.16, -3.45, -0.06], [-0.55, 0.29, 1.41], [-2.00, -1.37, -1.08], [0.84, -2.08, -0.40]]
}

{
  "formula": "C5H10OS2",
  "method": "ωB97M-V with the def2-TZVPD basis set",
  "smiles": "CSC#S(C)=O.C=C",
  "mol_weight_g_mol": 150.3,
  "homo_lumo_gap_ev": 8.100,
  "species": ["C", "C", "C", "C", "C", "O", "S", "S", "H", "H", "H", "H", "H", "H", "H", "H", "H", "H"],
  "coordinates": [[1.03, 2.37, -0.51], [1.00, 2.20, 0.79], [-0.18, 0.04, 0.95], [-2.08, -0.38, -1.15], [0.40, -2.41, 0.72], [2.16, -0.57, -0.04], [-1.77, 0.31, 0.61], [0.79, -0.85, -0.30], [0.21, 2.54, -1.03], [1.91, 2.28, -1.13], [2.00, 1.90, 1.18], [0.04, 2.35, 1.25], [-3.08, -0.04, -1.42], [-2.24, -1.39, -1.08], [-1.14, -0.12, -1.68], [1.29, -2.55, 1.41], [0.23, -3.34, 0.06], [-0.57, -2.34, 1.40]]
}

{
  "formula": "C5H10S",
  "method": "ωB97M-V with the def2-TZVPD basis set",
  "mol_weight_g_mol": 102.2,
  "homo_lumo_gap_ev": 9.302,
  "species": ["C", "C", "C", "C", "C", "H", "H", "H", "H", "H", "H", "H", "H", "H", "H", "S"],
  "coordinates": [[1.35, -1.29, 0.26], [0.73, -0.27, -0.70], [-0.11, 0.73, -0.01], [0.18, 2.07, -0.15], [-1.29, 0.11, 0.86], [0.38, -1.29, 1.34], [1.34, -2.56, -0.44], [2.42, -0.71, 0.55], [1.29, 0.18, -1.51], [0.00, -0.75, -1.43], [-0.34, 2.80, 0.49], [1.10, 2.63, -0.77], [-0.87, -0.84, 1.30], [-1.85, 0.78, 1.57], [-1.76, -1.33, -1.01], [-2.56, -0.27, -0.34]]
}

{
  "formula": "C5H10S",
  "method": "ωB97M-V with the def2-TZVPD basis set",
  "smiles": "C[C@H]1CC[C@@H]1S",
  "mol_weight_g_mol": 102.2,
  "homo_lumo_gap_ev": 10.000,
  "species": ["C", "C", "C", "C", "C", "H", "H", "H", "H", "H", "H", "H", "H", "H", "H", "S"],
  "coordinates": [[1.34, 1.76, 0.09], [0.88, 0.37, -0.34], [1.72, -0.91, -0.04], [0.35, -1.63, -0.04], [-0.27, -0.28, 0.41], [1.62, 1.77, 1.15], [0.60, 2.51, -0.15], [2.26, 2.07, -0.40], [0.57, 0.36, -1.37], [2.49, -1.27, -0.68], [2.05, -0.91, 1.02], [-0.02, -1.90, -1.02], [0.22, -2.49, 0.61], [-0.07, -0.08, 1.48], [-2.74, -0.66, 0.42], [-1.94, 0.30, -0.09]]
}

{
  "formula": "C5H10S2",
  "method": "ωB97M-V with the def2-TZVPD basis set",
  "smiles": "CSC1(SC)CC1",
  "mol_weight_g_mol": 134.3,
  "homo_lumo_gap_ev": 9.204,
  "species": ["C", "C", "C", "C", "C", "H", "H", "H", "H", "H", "H", "H", "H", "H", "H", "S", "S"],
  "coordinates": [[1.81, -1.44, 0.17], [-0.44, -0.08, -0.79], [-1.83, -0.21, -1.40], [-1.65, -0.37, 0.07], [0.61, 1.81, 1.04], [2.42, -2.33, 0.07], [2.42, -0.54, 0.06], [1.31, -1.44, 1.14], [-1.95, -1.15, -1.90], [-2.18, 0.72, -1.85], [-1.73, -1.33, 0.58], [-1.90, 0.51, 0.66], [1.01, 2.86, 1.19], [-0.27, 1.72, 1.64], [1.44, 1.12, 1.33], [0.65, -1.46, -1.24], [0.28, 1.61, -0.78]]
}

{
  "formula": "C5H11AlClF3Zn",
  "method": "ωB97M-V with the def2-TZVPD basis set",
  "mol_weight_g_mol": 256.0,
  "total_charge": -2,
  "homo_lumo_gap_ev": 4.601,
  "species": ["Al", "Cl", "C", "C", "H", "H", "H", "H", "H", "H", "Zn", "C", "C", "H", "H", "H", "H", "H", "F", "C", "F", "F"],
  "coordinates": [[3.06, -1.14, 0.06], [3.94, -0.86, -1.84], [2.07, -2.84, 0.18], [4.42, -0.89, 1.47], [2.52, -3.44, 0.98], [1.00, -2.73, 0.39], [2.19, -3.37, -0.77], [4.97, -1.83, 1.56], [3.99, -0.63, 2.45], [5.12, -0.10, 1.18], [-0.39, 0.49, 0.25], [-1.69, 1.90, -0.35], [1.50, 0.80, 0.35], [-1.66, 2.73, 0.36], [-1.39, 2.24, -1.34], [-2.70, 1.47, -0.38], [1.95, 1.38, -0.47], [1.94, 1.13, 1.31], [-0.96, -1.78, 1.96], [-1.50, -1.16, 0.87], [-1.56, -2.11, -0.14], [-2.82, -0.88, 1.20]]
}

{
  "formula": "C5H11AsClMnO3S4Sb",
  "method": "ωB97M-V with the def2-TZVPD basis set",
  "mol_weight_g_mol": 534.5,
  "spin_multiplicity": 6,
  "total_charge": -2,
  "homo_lumo_gap_ev": [5.141, 5.144],
  "s_squared": 8.76,
  "species": ["Mn", "S", "Sb", "S", "S", "S", "C", "As", "C", "C", "O", "H", "H", "H", "H", "H", "H", "H", "H", "H", "Cl", "C", "C", "O", "O", "H", "H"],
  "coordinates": [[0.06, -0.10, -0.31], [2.85, -2.03, -3.70], [2.02, -0.14, -2.64], [2.48, -0.26, -0.31], [-0.46, -0.25, -2.58], [2.66, 1.93, -3.45], [-1.35, 0.47, 3.65], [-1.90, 1.27, 2.00], [-3.46, 0.40, 1.30], [-2.53, 3.02, 2.54], [-0.69, 1.50, 0.89], [-2.23, 0.21, 4.25], [-0.74, 1.20, 4.18], [-0.77, -0.42, 3.42], [-4.25, 0.41, 2.05], [-3.20, -0.63, 1.06], [-3.76, 0.96, 0.42], [-3.32, 2.92, 3.28], [-2.91, 3.54, 1.66], [-1.70, 3.58, 2.95], [-0.40, -4.05, 3.64], [-0.38, -3.60, 1.89], [-1.33, -2.42, 1.64], [-2.53, -2.57, 1.83], [-0.74, -1.37, 1.23], [-0.72, -4.47, 1.34], [0.64, -3.34, 1.63]]
}

{
  "formula": "C5H11BOS2",
  "method": "ωB97M-V with the def2-TZVPD basis set",
  "smiles": "CC(C)OB1SCCS1",
  "mol_weight_g_mol": 162.1,
  "homo_lumo_gap_ev": 9.699,
  "species": ["B", "C", "C", "C", "C", "C", "O", "S", "S", "H", "H", "H", "H", "H", "H", "H", "H", "H", "H", "H"],
  "coordinates": [[0.87, -0.39, -0.05], [2.92, 1.03, -0.55], [3.48, -0.12, 0.36], [-2.80, -0.86, -0.97], [-2.27, 0.31, 1.33], [-1.78, -0.09, -0.11], [-0.68, -0.97, -0.04], [1.23, 1.38, -0.09], [2.27, -1.50, 0.08], [3.66, 1.95, -0.35], [3.06, 0.80, -1.67], [4.37, -0.58, 0.13], [3.54, 0.01, 1.36], [-3.42, -0.07, -1.61], [-2.33, -1.48, -1.60], [-3.42, -1.39, -0.40], [-1.39, 0.81, 1.76], [-2.63, -0.69, 1.68], [-3.06, 0.91, 1.19], [-1.62, 0.94, -0.47]]
}

{
  "formula": "C5H11BS",
  "method": "ωB97M-V with the def2-TZVPD basis set",
  "mol_weight_g_mol": 114.0,
  "homo_lumo_gap_ev": 8.704,
  "species": ["B", "C", "C", "C", "C", "C", "S", "H", "H", "H", "H", "H", "H", "H", "H", "H", "H", "H"],
  "coordinates": [[-0.64, 0.73, -0.34], [-3.14, 0.96, 0.84], [-2.42, 0.84, -0.44], [-0.32, -0.25, -1.57], [2.28, -0.13, 0.48], [1.56, 1.22, 0.42], [-3.29, -0.66, -0.19], [-2.63, 0.66, 1.78], [-4.01, 1.40, 1.07], [-2.67, 1.24, -1.38], [-0.02, 0.38, -2.42], [-1.24, -0.84, -1.85], [0.48, -0.93, -1.43], [2.31, -0.47, 1.51], [3.25, -0.21, 0.09], [1.75, -0.79, -0.25], [1.31, 1.68, 1.42], [1.94, 1.90, -0.28]]
}

In order of appearance, energy relative to the best compared isomer or geometry (same formula, charge and spin) = 2.6188 3.2936 0.0000 0.1365 5.7550 5.5055 0.9095 0.6580 0.9215 0.5100 1.2026 3.7195 eV.